C3H3N3O2S | ωB97M-V/def2-TZVPD

## Properties
SMILES string: Nc1ncc([N+](=O)[O-])s1
Largest force on an atom (eV Å⁻¹): 12.12
E_LUMO (eV): -0.1793
Frontier orbital gap (eV): 8.780
Energy relative to the best compared isomer or geometry (same formula, charge and spin) (kcal per mole): 74.4

Last column: natural (NBO) charge in e.
Positions of all 12 atoms, in Å:
S (0.14, -1.42, 0.06)  0.423
O (-2.86, -1.46, -0.22)  -0.387
O (-3.18, 0.64, 0.19)  -0.355
N (0.87, 1.05, -0.09)  -0.510
N (2.70, -0.48, -0.05)  -0.768
N (-2.53, -0.33, -0.01)  0.562
C (1.35, -0.17, -0.07)  0.254
C (-1.03, -0.16, -0.01)  -0.259
C (-0.41, 1.08, -0.11)  0.025
H (-0.98, 1.98, -0.17)  0.229
H (2.96, -1.21, 0.34)  0.373
H (2.98, 0.49, 0.15)  0.412

---

C2H9OPSi | ωB97M-V/def2-TZVPD

## Properties
Largest force on an atom (eV Å⁻¹): 3.83
E_LUMO (eV): 0.2048
Frontier orbital gap (eV): 8.244
Energy relative to the best compared isomer or geometry (same formula, charge and spin) (kcal per mole): 40.6

Last column: natural (NBO) charge in e.
Positions of all 14 atoms, in Å:
P (-1.66, -2.19, -0.82)  -0.250
Si (0.25, 0.09, -0.22)  1.756
O (1.22, 0.64, -1.36)  -1.142
C (-0.89, 1.44, 0.42)  -1.176
C (1.46, -0.24, 1.18)  -1.165
H (1.49, 0.69, -2.26)  0.539
H (-0.23, 2.33, 0.80)  0.246
H (-1.64, 1.75, -0.29)  0.245
H (-0.92, -3.09, -1.51)  -0.034
H (1.08, -0.53, 2.18)  0.245
H (2.29, -1.03, 0.93)  0.245
H (-2.33, -1.71, -2.10)  -0.003
H (-1.35, 1.21, 1.42)  0.254
H (1.98, 0.61, 1.44)  0.239

---

C14H18IN3Ti | ωB97M-V/def2-TZVPD

## Properties
Largest force on an atom (eV Å⁻¹): 9.31
E_LUMO (spin up / spin down) (eV): -9.2681 / -9.3625
Frontier orbital gap (spin up / spin down) (eV): 6.462 / 5.939
Total charge: +2

Last column: natural (NBO) charge in e.
Positions of all 37 atoms, in Å:
I (-2.67, -0.01, -1.27)  -0.004
Ti (-0.31, -1.19, -1.06)  0.815
N (-0.66, -1.62, 1.01)  -0.519
N (0.38, 0.72, -0.18)  -0.178
N (0.93, 0.10, 0.88)  -0.215
C (-1.80, -2.05, 3.04)  -0.218
C (0.04, -0.51, 3.03)  -0.192
C (-0.64, -3.05, -1.58)  -0.600
C (0.54, 2.10, -0.16)  0.183
C (-0.48, -1.71, -2.99)  -0.528
C (0.30, 4.27, -1.23)  -0.206
C (0.11, -0.71, 1.65)  0.332
C (-0.96, -1.18, 3.74)  -0.077
C (1.12, 2.72, 0.96)  -0.163
C (1.30, 4.11, 0.98)  -0.198
C (0.89, 4.88, -0.12)  -0.058
C (1.80, -1.55, -1.32)  -0.953
C (-1.63, -2.27, 1.69)  0.099
C (0.11, 2.89, -1.26)  -0.154
H (-1.49, -1.65, -3.39)  0.304
H (1.43, 2.09, 1.79)  0.249
H (0.01, -0.69, -2.77)  0.266
H (2.09, -1.57, -2.38)  0.238
H (1.75, 4.56, 1.86)  0.257
H (-2.25, -2.94, 1.09)  0.224
H (2.39, -0.79, -0.78)  0.258
H (-2.60, -2.58, 3.56)  0.271
H (-1.08, -1.01, 4.80)  0.269
H (0.74, 0.19, 3.46)  0.266
H (0.21, -2.27, -3.64)  0.292
H (-1.39, -3.65, -2.12)  0.325
H (1.04, 5.96, -0.10)  0.256
H (0.32, -3.57, -1.52)  0.326
H (-0.02, 4.88, -2.08)  0.259
H (-1.17, -2.76, -0.62)  0.298
H (-0.37, 2.37, -2.09)  0.236
H (2.02, -2.54, -0.87)  0.239

---

C3H10N4 | ωB97M-V/def2-TZVPD

## Properties
Largest force on an atom (eV Å⁻¹): 2.37
E_LUMO (spin up / spin down) (eV): 0.5252 / -0.3311
Frontier orbital gap (spin up / spin down) (eV): 8.469 / 6.524
Energy relative to the best compared isomer or geometry (same formula, charge and spin) (kcal per mole): 154.0

Last column: natural (NBO) charge in e.
Positions of all 17 atoms, in Å:
N (1.98, -0.32, 0.71)  -0.838
N (0.93, 0.02, -1.32)  -0.891
N (0.15, 1.07, 0.76)  -0.275
N (-0.40, 1.98, -0.05)  -0.666
C (-1.89, -0.71, -0.01)  -0.309
C (0.71, -0.03, 0.09)  0.461
C (-0.67, -1.31, 0.37)  -0.532
H (-2.00, 0.16, -0.63)  0.182
H (0.17, 0.32, -1.91)  0.383
H (0.12, 2.75, -0.48)  0.361
H (-0.07, -1.60, 1.25)  0.248
H (2.27, -1.26, 0.50)  0.363
H (-0.85, -2.40, 0.34)  0.213
H (1.83, 0.34, -1.62)  0.381
H (-2.87, -1.13, 0.18)  0.180
H (-1.34, 2.31, 0.12)  0.362
H (1.92, -0.20, 1.71)  0.377

---

C2H10NO2S | ωB97M-V/def2-TZVPD

## Properties
Largest force on an atom (eV Å⁻¹): 1.93
Spin multiplicity: 2
E_LUMO (spin up / spin down) (eV): 0.5339 / -2.5207
Frontier orbital gap (spin up / spin down) (eV): 10.581 / 7.118
Energy relative to the best compared isomer or geometry (same formula, charge and spin) (kcal per mole): 7.4

Last column: natural (NBO) charge in e.
Positions of all 16 atoms, in Å:
S (0.28, 2.37, -1.57)  0.089
O (-0.32, -2.47, -2.11)  -0.908
O (-0.47, 0.02, 3.43)  -0.995
N (0.72, 0.56, 1.01)  -0.834
C (-0.21, 0.15, -0.04)  -0.256
C (0.17, 0.51, -1.48)  -0.575
H (1.18, 0.25, -1.79)  0.232
H (-0.56, 0.18, -2.21)  0.229
H (-0.17, 0.18, 2.51)  0.491
H (0.49, -2.13, -1.73)  0.459
H (-1.02, 0.72, 3.78)  0.464
H (-1.13, 0.70, 0.18)  0.200
H (-0.51, -0.89, 0.04)  0.203
H (0.87, 1.55, 0.94)  0.382
H (-0.92, -1.77, -1.86)  0.455
H (1.60, 0.07, 0.89)  0.364

---

C5H8O2 | ωB97M-V/def2-TZVPD

## Properties
Largest force on an atom (eV Å⁻¹): 0.32
E_LUMO (spin up / spin down) (eV): -0.1398 / -0.1420
Frontier orbital gap (spin up / spin down) (eV): 6.715 / 6.711
Energy relative to the best compared isomer or geometry (same formula, charge and spin) (kcal per mole): 146.2

Last column: natural (NBO) charge in e.
Positions of all 15 atoms, in Å:
O (1.51, -0.31, 1.28)  -0.530
O (-0.19, -1.26, -1.06)  -0.742
C (-0.18, 0.28, 0.22)  0.443
C (1.26, 0.28, -0.05)  -0.097
C (1.25, -0.69, -1.16)  -0.251
C (-1.36, 0.98, -0.31)  -0.696
C (0.11, -0.38, 1.53)  -0.151
H (-1.66, 1.75, 0.40)  0.250
H (1.29, -0.23, -2.15)  0.152
H (-2.19, 0.28, -0.45)  0.252
H (1.82, 1.20, -0.24)  0.232
H (-1.13, 1.45, -1.28)  0.244
H (-0.26, -1.40, 1.68)  0.205
H (-0.07, -2.19, -0.81)  0.491
H (-0.22, 0.24, 2.38)  0.198

---

C5H4N3O3S | ωB97M-V/def2-TZVPD

## Properties
Largest force on an atom (eV Å⁻¹): 3.88
E_LUMO (eV): 2.9001
Frontier orbital gap (eV): 8.065
Total charge: -1
Energy relative to the best compared isomer or geometry (same formula, charge and spin) (kcal per mole): 29.1

Last column: natural (NBO) charge in e.
Positions of all 16 atoms, in Å:
S (-1.96, -1.89, -0.19)  0.278
O (-1.90, 2.36, -1.71)  -0.684
O (-0.38, 2.68, 1.62)  -0.435
O (-0.61, 4.10, -0.96)  -0.674
N (0.69, 2.06, 0.66)  -0.300
N (0.02, -0.60, 0.46)  -0.634
N (1.93, -1.96, 0.37)  -0.807
C (-1.26, -0.36, 0.47)  -0.093
C (-1.16, 2.97, -0.92)  0.686
C (0.57, -1.81, 0.13)  0.292
C (-0.40, -2.67, -0.30)  -0.522
C (-0.47, 2.38, 0.28)  0.482
H (2.24, -2.86, 0.04)  0.374
H (-0.30, -3.60, -0.67)  0.211
H (2.41, -1.16, -0.02)  0.381
H (0.57, 0.36, 0.74)  0.446

---

Number 1: energy -22556.0293 eV. Number 2: energy -21433.0420 eV. Number 3: energy -50474.7006 eV. Number 4: energy -9226.9067 eV. Number 5: energy -18654.9506 eV. Number 6: energy -9403.4925 eV. Number 7: energy -26694.2940 eV.